Version 1
Density functional theory data (wB97M-V/def2-TZVPD) for a 2-piece molecular cluster, C16H31FNO2S overall.

```
52
Properties=species:S:1:pos:R:3:lowdin_charge:R:1
C 1.970 -2.766 0.566 -0.16
C 2.091 -3.804 1.695 -0.52
S 0.542 -4.408 2.427 0.92
C -0.322 -2.886 2.889 -0.41
C -1.800 -2.875 2.432 -0.32
C -2.041 -2.238 1.043 -0.06
C -2.463 -3.404 0.167 -0.19
F -1.319 -3.914 -0.474 0.00
C -2.905 -4.477 1.167 -0.41
O -3.608 -5.423 0.966 0.17
O -2.354 -4.192 2.370 0.03
H 0.970 -2.336 0.497 0.02
H 2.694 -1.957 0.710 0.07
H 2.176 -3.235 -0.400 0.08
H 2.754 -3.451 2.486 0.07
H 2.540 -4.715 1.290 0.07
H 0.177 -2.013 2.465 0.06
H -0.288 -2.781 3.977 0.08
H -2.370 -2.353 3.207 0.15
H -2.760 -1.415 1.056 0.12
H -1.100 -1.873 0.622 0.09
H -3.210 -3.214 -0.603 0.16
C 0.442 4.965 -2.436 -0.09
C 1.675 4.095 -2.174 -0.21
C 1.541 2.587 -2.335 -0.12
N 0.730 1.799 -1.319 -0.26
C -0.746 2.066 -1.496 -0.10
C -1.599 1.396 -0.432 -0.16
C -1.139 1.786 0.968 -0.17
C 0.338 1.452 1.147 -0.15
C 1.177 2.133 0.080 -0.10
C 1.003 0.353 -1.607 0.03
H -0.188 5.077 -1.553 0.07
H 0.755 5.968 -2.719 0.08
H -0.166 4.569 -3.252 0.08
H 2.120 4.346 -1.210 0.11
H 2.438 4.362 -2.908 0.13
H 2.537 2.148 -2.294 0.14
H 1.106 2.342 -3.305 0.14
H -0.881 3.142 -1.450 0.11
H -1.001 1.726 -2.499 0.14
H -2.634 1.699 -0.593 0.13
H -1.576 0.310 -0.546 0.10
H -1.738 1.279 1.723 0.12
H -1.290 2.860 1.115 0.13
H 0.491 0.369 1.131 0.10
H 0.694 1.794 2.119 0.13
H 2.228 1.854 0.144 0.15
H 1.093 3.213 0.187 0.13
H 2.064 0.166 -1.463 0.12
H 0.723 0.151 -2.637 0.12
H 0.428 -0.277 -0.939 0.08
```

Highest occupied orbital energy, eV: -10.8
HOMO-LUMO gap, eV: 8.283
Charge: +1



Version 2
Density functional theory data (wB97M-V/def2-TZVPD) for a 2-piece molecular cluster, C16H31FNO2S overall.

```
52
Properties=species:S:1:pos:R:3:lowdin_charge:R:1
C 0.055 1.750 -3.120 -0.15
C -0.403 3.119 -3.635 -0.51
S -0.305 4.504 -2.463 0.93
C -1.025 3.856 -0.935 -0.40
C -0.163 4.194 0.296 -0.33
C 0.804 3.057 0.703 -0.06
C 2.163 3.608 0.384 -0.21
F 2.476 3.250 -0.921 0.01
C 1.952 5.127 0.336 -0.37
O 2.787 6.008 0.457 0.15
O 0.634 5.345 0.106 0.03
H 0.184 1.721 -2.046 0.01
H -0.649 0.984 -3.417 0.07
H 1.017 1.506 -3.553 0.07
H -1.403 3.061 -4.045 0.06
H 0.246 3.419 -4.444 0.06
H -1.177 2.788 -0.973 0.06
H -1.995 4.316 -0.797 0.07
H -0.852 4.440 1.094 0.15
H 0.688 2.696 1.714 0.12
H 0.685 2.215 0.024 0.09
H 2.988 3.318 1.016 0.16
C -0.270 -5.240 1.958 -0.09
C -0.560 -4.928 0.485 -0.21
C 0.272 -3.849 -0.194 -0.12
N 0.052 -2.399 0.190 -0.26
C 0.605 -2.122 1.564 -0.10
C 0.305 -0.715 2.051 -0.16
C -1.188 -0.419 1.989 -0.17
C -1.707 -0.637 0.573 -0.15
C -1.409 -2.050 0.101 -0.10
C 0.822 -1.593 -0.812 0.03
H -0.829 -4.595 2.637 0.07
H -0.575 -6.259 2.184 0.08
H 0.794 -5.157 2.187 0.08
H -1.626 -4.754 0.338 0.11
H -0.344 -5.829 -0.092 0.12
H 0.069 -3.888 -1.264 0.14
H 1.336 -4.034 -0.047 0.14
H 0.153 -2.840 2.242 0.11
H 1.676 -2.316 1.515 0.15
H 0.663 -0.625 3.077 0.13
H 0.859 0.025 1.467 0.10
H -1.390 0.601 2.314 0.12
H -1.721 -1.081 2.679 0.13
H -1.275 0.101 -0.109 0.10
H -2.786 -0.489 0.537 0.13
H -1.704 -2.203 -0.936 0.15
H -1.942 -2.759 0.730 0.13
H 0.412 -1.789 -1.799 0.12
H 1.862 -1.901 -0.768 0.12
H 0.739 -0.538 -0.583 0.08
```

Highest occupied orbital energy, eV: -10.7
HOMO-LUMO gap, eV: 8.168
Charge: +1



It is version 1 that is the most stable of them.



Version 1
Density functional theory data (wB97M-V/def2-TZVPD) for C27H37BN7OPS3Ti as an isolated structure.

```
78
Properties=species:S:1:pos:R:3:lowdin_charge:R:1
Ti -0.979 0.028 0.580 0.79
B -2.624 0.294 3.290 -0.35
N -3.403 0.226 1.928 -0.05
C -4.718 0.085 1.787 -0.02
C -5.055 0.216 0.437 0.00
C -3.856 0.446 -0.206 -0.08
N -2.864 0.469 0.710 -0.15
N -1.298 -0.557 3.263 -0.06
C -0.879 -1.323 4.270 -0.04
C 0.422 -1.750 4.013 -0.01
C 0.737 -1.194 2.786 -0.11
N -0.303 -0.458 2.351 -0.12
H -3.328 -0.185 4.123 0.09
H -2.327 1.437 3.496 0.08
H -5.353 -0.074 2.643 0.15
H -6.036 0.170 -0.001 0.12
H -3.649 0.599 -1.253 0.12
H -1.510 -1.507 5.124 0.14
H 1.039 -2.370 4.639 0.12
H 1.635 -1.288 2.200 0.11
C 3.541 2.425 2.043 -0.13
C 3.222 1.463 0.920 -0.16
N 1.774 1.255 0.876 0.09
C 0.865 2.202 1.244 -0.34
N -0.430 1.896 1.069 -0.12
C -1.359 3.034 1.198 -0.19
C -1.021 3.841 2.438 -0.14
C 0.388 4.374 2.297 -0.12
N 1.293 3.353 1.761 0.00
C 2.722 3.682 1.825 -0.11
H 4.603 2.663 2.047 0.13
H 3.281 1.977 3.004 0.13
H 3.705 0.500 1.077 0.12
H 3.572 1.864 -0.035 0.13
H 1.469 0.663 0.117 0.03
H -2.376 2.667 1.256 0.10
H -1.280 3.662 0.303 0.13
H -1.101 3.198 3.315 0.11
H -1.715 4.671 2.557 0.13
H 0.775 4.691 3.266 0.13
H 0.409 5.241 1.631 0.14
H 2.862 4.377 2.651 0.13
H 3.023 4.192 0.907 0.14
C -1.242 -4.321 1.473 -0.22
S -2.550 -3.083 1.542 0.96
C -3.616 -3.782 0.270 -0.20
O -1.995 -1.839 0.863 -0.72
H -1.666 -5.276 1.785 0.08
H -0.452 -4.026 2.162 0.05
H -0.850 -4.384 0.460 0.04
H -4.067 -4.704 0.634 0.08
H -3.017 -3.964 -0.621 0.07
H -4.390 -3.044 0.065 0.06
S -0.570 1.054 -1.700 0.44
P 0.522 -0.587 -2.188 0.24
S 0.287 -1.850 -0.638 0.45
C 2.308 -0.276 -2.405 -0.37
C 2.737 0.439 -3.524 -0.07
C 4.090 0.532 -3.800 -0.05
C 5.017 -0.090 -2.973 -0.05
C 4.595 -0.780 -1.848 -0.06
C 3.240 -0.879 -1.562 -0.13
C 0.018 -1.241 -3.791 -0.39
C 0.293 -2.569 -4.103 -0.08
C 0.036 -3.028 -5.384 -0.05
C -0.478 -2.165 -6.343 -0.05
C -0.748 -0.841 -6.025 -0.05
C -0.505 -0.371 -4.744 -0.11
H 2.014 0.920 -4.171 0.11
H 4.422 1.078 -4.673 0.12
H 6.070 -0.048 -3.217 0.12
H 5.316 -1.260 -1.199 0.12
H 2.910 -1.442 -0.701 0.06
H 0.707 -3.230 -3.350 0.10
H 0.241 -4.060 -5.639 0.12
H -0.672 -2.526 -7.344 0.12
H -1.150 -0.172 -6.775 0.12
H -0.727 0.657 -4.484 0.08
```

Highest occupied orbital energy, eV: -14.0
HOMO-LUMO gap, eV: 7.383
Charge: +2



Version 2
Density functional theory data (wB97M-V/def2-TZVPD) for C27H37BN7OPS3Ti as an isolated structure.

```
78
Properties=species:S:1:pos:R:3:lowdin_charge:R:1
Ti -0.941 -0.261 0.632 0.87
B -1.896 -2.777 1.819 -0.39
N -1.893 -1.696 2.936 -0.05
C -1.969 -1.768 4.255 -0.01
C -1.743 -0.499 4.791 0.00
C -1.511 0.306 3.702 -0.13
N -1.611 -0.418 2.561 -0.14
N -2.969 -2.332 0.785 -0.06
C -4.154 -2.834 0.444 -0.02
C -4.767 -1.960 -0.448 -0.01
C -3.868 -0.918 -0.590 -0.10
N -2.775 -1.149 0.155 -0.08
H -2.129 -3.867 2.247 0.10
H -0.804 -2.669 1.281 0.07
H -2.176 -2.708 4.740 0.15
H -1.745 -0.216 5.829 0.12
H -1.277 1.356 3.678 0.11
H -4.495 -3.770 0.855 0.14
H -5.730 -2.070 -0.914 0.11
H -3.948 -0.025 -1.188 0.11
C -2.817 1.738 -3.918 -0.14
C -1.369 1.391 -3.645 -0.15
N -1.235 1.037 -2.227 0.05
C -1.902 1.736 -1.284 -0.35
N -1.585 1.455 0.012 -0.06
C -2.087 2.347 1.089 -0.19
C -2.521 3.688 0.536 -0.13
C -3.487 3.452 -0.600 -0.11
N -2.837 2.612 -1.615 0.00
C -3.211 2.887 -3.015 -0.11
H -3.448 0.868 -3.723 0.12
H -2.957 2.024 -4.958 0.13
H -0.719 2.239 -3.878 0.14
H -1.039 0.541 -4.239 0.12
H -0.263 0.864 -1.936 -0.03
H -1.272 2.483 1.801 0.10
H -2.925 1.866 1.600 0.12
H -1.657 4.251 0.179 0.14
H -3.000 4.266 1.326 0.14
H -3.755 4.387 -1.090 0.14
H -4.410 2.975 -0.258 0.14
H -2.730 3.817 -3.325 0.14
H -4.289 3.050 -3.026 0.14
C 0.304 -3.873 -1.072 -0.19
S -0.377 -2.388 -1.776 1.02
C 0.880 -2.030 -2.972 -0.20
O -0.111 -1.324 -0.667 -0.68
H 0.488 -4.561 -1.898 0.09
H -0.417 -4.296 -0.378 0.06
H 1.233 -3.600 -0.569 0.07
H 0.706 -2.712 -3.806 0.09
H 1.858 -2.179 -2.522 0.05
H 0.762 -0.995 -3.291 0.05
S 1.838 1.435 -1.413 0.33
P 2.490 0.592 0.247 0.22
S 1.044 0.367 1.746 0.46
C 3.760 1.550 1.079 -0.40
C 5.085 1.122 1.077 -0.06
C 6.062 1.908 1.672 -0.05
C 5.717 3.112 2.267 -0.05
C 4.396 3.542 2.267 -0.06
C 3.417 2.765 1.672 -0.11
C 3.192 -1.054 -0.014 -0.42
C 3.171 -2.013 1.000 -0.10
C 3.794 -3.238 0.808 -0.07
C 4.458 -3.502 -0.385 -0.06
C 4.501 -2.541 -1.386 -0.06
C 3.867 -1.317 -1.203 -0.13
H 5.363 0.182 0.618 0.10
H 7.091 1.577 1.672 0.12
H 6.481 3.719 2.734 0.12
H 4.132 4.483 2.729 0.11
H 2.389 3.105 1.662 0.09
H 2.667 -1.806 1.935 0.08
H 3.777 -3.980 1.595 0.12
H 4.957 -4.452 -0.525 0.12
H 5.037 -2.739 -2.305 0.12
H 3.903 -0.558 -1.976 0.10
```

Highest occupied orbital energy, eV: -13.4
HOMO-LUMO gap, eV: 6.750
Charge: +2



It is version 2 that is the most stable of them.



Version 1
Density functional theory data (wB97M-V/def2-TZVPD) for an isolated ion of composition C5H10N and charge +2.

```
16
Properties=species:S:1:pos:R:3:lowdin_charge:R:1
C 1.730 -0.877 -1.202 -0.03
C 0.215 -1.160 -1.373 -0.17
C -0.754 -0.550 -0.518 0.13
C -0.381 0.565 0.260 0.09
N -1.186 0.880 1.349 0.09
C -0.913 1.745 2.305 0.33
H 2.251 -1.792 -1.453 0.10
H 1.893 -0.779 -0.128 0.09
H 2.125 -0.078 -1.826 0.11
H 0.138 -2.262 -1.334 0.17
H -0.109 -0.972 -2.428 0.21
H -1.677 -1.093 -0.330 0.17
H 0.530 1.136 0.109 0.17
H -2.216 0.862 1.224 0.22
H -0.163 2.519 2.123 0.16
H -1.485 1.854 3.223 0.16
```

Highest occupied orbital energy (spin up / spin down), eV: -20.5 / -20.8
Spin multiplicity: 2
HOMO-LUMO gap (spin up / spin down), eV: 8.906 / 7.109
Charge: +2



Version 2
Density functional theory data (wB97M-V/def2-TZVPD) for a 2-piece molecular cluster, C5H10N overall.

```
16
Properties=species:S:1:pos:R:3:lowdin_charge:R:1
C -0.615 -2.669 -0.025 0.28
C -1.709 -1.768 0.036 0.23
H -0.056 -2.876 0.882 0.12
H -0.332 -3.166 -0.948 0.13
H -2.060 -1.436 1.011 0.12
H -2.338 -1.460 -0.799 0.12
C 1.152 1.715 0.448 -0.11
C 0.782 1.769 1.719 0.14
C 0.575 0.919 -1.744 0.21
N 0.412 0.924 -0.480 0.03
H 1.974 2.291 0.045 0.14
H 0.040 1.056 2.067 0.08
H 1.188 2.498 2.405 0.11
H -0.106 0.381 -2.391 0.13
H 1.399 1.464 -2.193 0.14
H -0.308 0.359 -0.032 0.13
```

Highest occupied orbital energy (spin up / spin down), eV: -18.5 / -18.5
Spin multiplicity: 2
HOMO-LUMO gap (spin up / spin down), eV: 8.176 / 4.547
Charge: +2



It is version 1 that is the most stable of them.



Version 1
Density functional theory data (wB97M-V/def2-TZVPD) for C20H30ClN3O3 in the gas phase.

```
57
Properties=species:S:1:pos:R:3:lowdin_charge:R:1
C -2.544 -2.243 -4.498 -0.10
C -2.058 -1.868 -3.102 -0.22
C -0.537 -1.942 -2.945 -0.34
C -0.055 -3.392 -2.925 -0.06
C -0.088 -1.203 -1.677 -0.28
C 1.428 -1.300 -1.435 -0.05
C 1.855 -0.303 -0.373 -0.46
O 2.319 0.788 -0.677 0.05
N 1.626 -0.689 0.902 0.16
C 1.955 0.095 2.102 -0.42
C 3.457 0.333 2.193 -0.19
O 4.230 -0.860 2.202 -0.04
C 1.158 1.408 2.150 -0.09
C -0.242 1.038 2.681 -0.11
C -0.132 -0.398 3.239 -0.36
C -0.841 -0.604 4.568 -0.07
C 1.377 -0.663 3.302 -0.10
N -0.458 0.205 -1.704 0.12
C -1.374 0.722 -0.850 -0.45
O -2.138 0.034 -0.192 0.06
C -1.403 2.219 -0.755 -0.11
C -2.605 2.833 -0.418 -0.07
N -2.738 4.147 -0.276 0.08
C -1.660 4.905 -0.445 -0.16
C -0.419 4.376 -0.764 -0.64
Cl 0.946 5.427 -0.935 0.68
C -0.276 3.011 -0.929 -0.04
H -3.631 -2.197 -4.557 0.07
H -2.141 -1.555 -5.245 0.08
H -2.244 -3.252 -4.782 0.06
H -2.399 -0.858 -2.869 0.10
H -2.518 -2.522 -2.354 0.12
H -0.075 -1.429 -3.800 0.15
H -0.375 -3.886 -2.002 0.09
H -0.476 -3.953 -3.758 0.07
H 1.029 -3.473 -2.995 0.07
H -0.624 -1.628 -0.823 0.15
H 1.695 -2.318 -1.155 0.12
H 1.975 -1.045 -2.345 0.14
H 1.249 -1.613 1.040 0.14
H 3.787 0.929 1.343 0.12
H 3.645 0.900 3.111 0.12
H 3.670 -1.597 2.461 0.07
H 1.665 2.083 2.843 0.12
H 1.145 1.900 1.181 0.10
H -0.543 1.732 3.469 0.11
H -1.005 1.091 1.907 0.09
H -0.575 -1.084 2.508 0.13
H -0.427 0.061 5.330 0.08
H -1.906 -0.390 4.479 0.08
H -0.735 -1.631 4.924 0.08
H 1.617 -1.732 3.306 0.12
H 1.799 -0.232 4.215 0.14
H 0.182 0.839 -2.155 0.14
H -3.487 2.226 -0.260 0.12
H -1.779 5.974 -0.316 0.11
H 0.700 2.587 -1.141 0.10
```

Highest occupied orbital energy, eV: -9.6
HOMO-LUMO gap, eV: 9.940
SMILES: CC[C@H](C)[C@@H](CC(=O)N[C@@]1(CO)CC[C@H](C)C1)NC(=O)c1cncc(Cl)c1



Version 2
Density functional theory data (wB97M-V/def2-TZVPD) for C20H30ClN3O3 in the gas phase.

```
57
Properties=species:S:1:pos:R:3:lowdin_charge:R:1
C 2.479 3.608 -3.628 -0.10
C 1.988 2.707 -2.505 -0.23
C 0.522 2.333 -2.622 -0.36
C -0.379 3.554 -2.607 -0.06
C 0.134 1.358 -1.523 -0.29
C -1.326 0.919 -1.639 -0.05
C -1.627 -0.284 -0.769 -0.46
O -1.506 -1.425 -1.200 0.04
N -1.998 0.014 0.497 0.17
C -2.362 -0.945 1.545 -0.44
C -3.646 -1.634 1.181 -0.19
O -4.676 -0.650 1.100 -0.04
C -1.233 -1.929 1.826 -0.10
C -0.216 -1.126 2.644 -0.12
C -1.038 -0.078 3.432 -0.35
C -1.008 -0.297 4.934 -0.08
C -2.466 -0.168 2.859 -0.09
N 0.989 0.196 -1.523 0.12
C 1.967 -0.006 -0.607 -0.45
O 2.347 0.852 0.170 0.07
C 2.587 -1.370 -0.607 -0.11
C 3.893 -1.504 -0.166 -0.08
N 4.527 -2.658 -0.098 0.08
C 3.870 -3.743 -0.456 -0.17
C 2.560 -3.715 -0.898 -0.65
Cl 1.757 -5.185 -1.327 0.68
C 1.900 -2.509 -0.983 -0.04
H 3.560 3.730 -3.567 0.07
H 2.247 3.180 -4.608 0.08
H 2.037 4.604 -3.583 0.06
H 2.589 1.794 -2.505 0.11
H 2.169 3.182 -1.535 0.12
H 0.383 1.817 -3.587 0.15
H -0.288 4.095 -1.659 0.10
H -0.114 4.240 -3.410 0.07
H -1.429 3.293 -2.751 0.07
H 0.274 1.859 -0.561 0.16
H -1.983 1.748 -1.369 0.12
H -1.561 0.637 -2.669 0.14
H -2.207 0.980 0.699 0.15
H -3.530 -2.141 0.219 0.13
H -3.871 -2.391 1.941 0.13
H -5.479 -1.007 1.483 0.09
H -1.633 -2.759 2.418 0.13
H -0.813 -2.357 0.924 0.10
H 0.368 -1.774 3.298 0.11
H 0.493 -0.626 1.984 0.10
H -0.633 0.917 3.231 0.13
H -1.385 -1.292 5.188 0.08
H 0.010 -0.215 5.319 0.08
H -1.623 0.440 5.457 0.08
H -2.920 0.816 2.718 0.12
H -3.124 -0.714 3.541 0.13
H 0.705 -0.579 -2.103 0.14
H 4.447 -0.630 0.151 0.12
H 4.406 -4.684 -0.385 0.11
H 0.865 -2.481 -1.307 0.10
```

Highest occupied orbital energy, eV: -9.5
HOMO-LUMO gap, eV: 10.006
SMILES: CC[C@H](C)[C@@H](CC(=O)N[C@@]1(CO)CC[C@H](C)C1)NC(=O)c1cncc(Cl)c1



It is version 1 that is the most stable of them.